Record 1
Density functional theory data (the ωB97M-V functional and the def2-TZVPD basis) for C25H2AsF21GeMoN2O7S as an isolated structure.

Element x y z (Å)
Mo: -1.029 -0.319 1.149
O: -2.016 -2.672 4.384
C: -2.351 -2.581 3.316
O: -1.410 -0.888 2.665
C: -3.081 -2.998 2.172
C: -3.886 -4.109 2.509
C: -4.674 -4.676 1.540
C: -4.685 -4.202 0.240
C: -3.874 -3.127 -0.086
C: -3.071 -2.479 0.847
O: -2.383 -1.400 0.450
N: -3.891 -2.687 -1.502
O: -2.898 -2.130 -1.919
O: -4.919 -2.877 -2.096
N: -5.529 -5.832 1.905
O: -6.203 -6.292 1.020
O: -5.470 -6.189 3.057
H: -3.899 -4.521 3.511
H: -5.312 -4.666 -0.513
F: -3.982 -0.002 2.593
C: -4.965 0.862 2.934
C: -5.032 2.115 2.350
C: -6.093 2.935 2.710
F: -6.178 4.137 2.112
C: -7.045 2.561 3.641
F: -8.032 3.361 3.966
C: -6.937 1.299 4.224
F: -7.821 0.912 5.104
C: -5.895 0.450 3.867
F: -5.800 -0.753 4.409
Ge: -3.942 2.826 0.952
S: -1.724 1.707 0.971
C: -3.195 4.615 1.291
C: -2.459 5.268 0.316
F: -2.123 4.666 -0.785
C: -2.002 6.636 0.418
F: -1.350 7.131 -0.569
C: -2.267 7.372 1.560
F: -1.877 8.604 1.681
C: -2.965 6.735 2.579
F: -3.242 7.336 3.675
C: -3.403 5.359 2.431
F: -4.015 4.879 3.465
C: -4.506 2.603 -0.830
C: -4.744 1.311 -1.285
F: -4.454 0.280 -0.467
C: -5.258 1.056 -2.539
F: -5.466 -0.178 -2.947
C: -5.552 2.136 -3.374
F: -6.036 1.917 -4.565
C: -5.333 3.446 -2.943
F: -5.619 4.457 -3.729
C: -4.814 3.658 -1.679
F: -4.610 4.914 -1.266
F: 0.784 -0.239 1.338
As: 0.909 -1.741 -1.486
F: 0.278 -2.516 -0.090
F: 2.235 -2.754 -1.452
F: -0.014 -2.244 -2.751
F: 1.809 -0.419 -1.946
F: -0.322 -0.484 -0.957

The calculation puts the HOMO-LUMO gap (spin up / spin down) at 6.03 / 4.82 eV. The expectation value of S² is 0.7695. Its highest occupied orbital energy (spin up / spin down) is -0.6450 / -0.6450 hartree. Its total charge is +3. The total energy is -8465.03095 hartree. For the LUMO energy (spin up / spin down), the calculation gives -11.52 / -12.73 eV. Its multiplicity is 2. The value obtained for the energy relative to the best compared isomer or geometry (same formula, charge and spin) is 0.00 kJ/mol.

Record 2
Density functional theory data (the ωB97M-V functional and the def2-TZVPD basis) for C25H30BBr2N8O2Tl as an isolated structure in a non-equilibrium geometry.

Element x y z (Å)
Tl: 0.058 -0.205 -0.048
C: 1.580 3.792 1.878
C: 0.300 3.196 1.959
N: -0.089 2.757 0.641
N: 0.854 3.256 -0.128
C: 1.902 3.842 0.552
B: 0.619 3.210 -1.727
N: 1.395 1.942 -2.263
C: 1.455 1.508 -3.606
C: 2.236 0.312 -3.704
C: 2.780 0.198 -2.430
N: 2.291 1.230 -1.558
N: -0.904 2.922 -1.961
C: -1.949 3.832 -1.827
C: -3.157 3.159 -2.106
C: -2.717 1.862 -2.476
N: -1.379 1.705 -2.301
H: 2.277 3.996 2.692
H: -0.491 4.004 1.989
H: 2.733 4.268 -0.004
H: 0.992 4.185 -2.214
H: 0.821 1.937 -4.388
H: 2.397 -0.251 -4.604
H: 3.473 -0.497 -1.926
H: -1.737 4.906 -1.548
H: -4.200 3.506 -2.092
H: -3.325 0.981 -2.704
C: -0.850 -1.623 -3.733
C: -0.029 -2.732 -3.148
C: 0.593 -3.693 -4.021
C: 1.589 -4.511 -3.558
C: 1.802 -4.556 -2.162
C: 2.720 -5.558 -1.579
Br: 3.900 -6.573 -2.639
C: 2.706 -5.682 -0.197
C: 1.930 -4.834 0.627
Br: 1.838 -5.252 2.455
C: 1.228 -3.694 0.098
O: 0.658 -2.864 0.869
C: 1.066 -3.586 -1.340
N: 0.180 -2.739 -1.869
H: -0.926 -1.735 -4.855
H: -0.520 -0.622 -3.441
H: -1.899 -1.759 -3.454
H: 0.280 -3.641 -5.052
H: 2.172 -5.186 -4.171
H: 3.293 -6.514 0.242
C: -4.275 -2.124 2.137
C: -2.870 -2.064 1.521
N: -2.143 -3.213 1.399
O: -2.466 -1.044 0.968
H: -5.010 -2.356 1.338
H: -4.509 -1.180 2.560
H: -4.315 -2.820 2.949
H: -2.315 -4.005 1.942
H: -1.213 -3.061 0.950
C: -0.562 1.673 5.472
C: -0.402 2.852 4.505
C: 0.645 3.822 5.013
C: -0.061 2.239 3.101
H: -0.965 2.067 6.460
H: 0.466 1.321 5.680
H: -1.163 0.878 5.016
H: -1.383 3.335 4.378
H: 1.721 3.541 4.859
H: 0.562 3.904 6.091
H: 0.484 4.874 4.549
H: -0.930 1.651 2.741
H: 0.757 1.508 3.203

The calculation puts the HOMO-LUMO gap (spin up / spin down) at 4.86 / 2.23 eV. Its highest occupied orbital energy (spin up / spin down) is -0.0242 / 0.0722 hartree. Its total charge is -2. The total energy is -6904.53000 hartree. For the LUMO energy (spin up / spin down), the calculation gives 4.20 / 4.19 eV. The value obtained for the energy relative to the best compared isomer or geometry (same formula, charge and spin) is 181.69 kJ/mol.

Record 3
Density functional theory data (the ωB97M-V functional and the def2-TZVPD basis) for C25H30Cl2N2O2S4SiV as an isolated structure in a non-equilibrium geometry.

Element x y z (Å)
V: -1.400 -0.227 -0.121
C: 1.975 -0.999 5.846
Si: 0.327 -1.222 4.974
C: -0.458 -2.840 5.474
C: -0.770 0.224 5.410
C: 0.749 -1.296 3.128
C: 1.962 -1.859 2.747
C: 2.386 -1.885 1.419
C: 1.564 -1.324 0.470
N: 0.386 -0.794 0.802
C: -0.040 -0.789 2.079
S: -1.674 -0.134 2.228
H: 1.818 -0.719 6.890
H: 2.567 -0.212 5.373
H: 2.573 -1.913 5.844
H: -0.617 -2.879 6.555
H: 0.169 -3.689 5.196
H: -1.427 -2.961 4.987
H: -0.702 0.428 6.482
H: -1.810 0.024 5.158
H: -0.478 1.125 4.867
H: 2.606 -2.294 3.503
H: 3.330 -2.327 1.134
H: 1.827 -1.289 -0.580
Cl: -4.002 -2.247 -1.276
C: -3.409 0.672 -1.154
Cl: -0.996 -0.753 -2.474
H: -3.086 1.689 -1.326
H: -4.352 0.461 -0.668
C: 0.449 4.468 2.526
N: 0.154 3.388 1.611
C: 1.251 2.536 1.190
C: -1.073 3.218 1.100
O: -1.374 2.375 0.268
H: 1.108 5.207 2.064
H: 0.938 4.082 3.422
H: -0.475 4.962 2.821
H: 1.863 2.281 2.056
H: 1.875 3.036 0.443
H: 0.849 1.628 0.751
H: -1.813 3.922 1.509
O: -0.604 -1.972 -1.566
C: -0.307 0.558 -2.113
C: -0.661 -1.376 -4.180
C: -1.367 -0.662 -5.137
C: -2.636 -0.098 -5.031
C: -3.467 -0.126 -3.912
S: -2.960 -0.377 -2.346
C: 0.090 -2.590 -4.448
C: 0.341 -3.066 -5.721
C: 1.026 -4.302 -5.731
C: 1.275 -4.766 -4.471
S: 0.701 -3.694 -3.282
C: 0.575 1.658 -2.343
C: 0.266 2.989 -2.425
C: 1.388 3.791 -2.746
C: 2.530 3.061 -2.914
S: 2.244 1.393 -2.702
H: -0.897 -0.618 -6.113
H: -3.059 0.320 -5.935
H: -4.497 0.201 -3.928
H: 0.049 -2.543 -6.618
H: 1.307 -4.823 -6.634
H: 1.760 -5.684 -4.183
H: -0.732 3.362 -2.254
H: 1.349 4.866 -2.849
H: 3.518 3.422 -3.148

The calculation puts the HOMO-LUMO gap (spin up / spin down) at 5.56 / 5.52 eV. The expectation value of S² is 3.9716. Its highest occupied orbital energy (spin up / spin down) is -0.2473 / -0.2435 hartree. The total energy is -4976.73573 hartree. For the LUMO energy (spin up / spin down), the calculation gives -1.17 / -1.11 eV. Its multiplicity is 4. The value obtained for the energy relative to the best compared isomer or geometry (same formula, charge and spin) is 1635.10 kJ/mol.